{"formula": "C30H80O30S10", "method": "ωB97M-V with the def2-TZVPD basis set", "species": ["H", "H", "H", "H", "O", "O", "C", "H", "H", "S", "C", "C", "H", "C", "H", "O", "O", "H", "H", "S", "H", "H", "O", "H", "H", "H", "S", "C", "H", "C", "O", "H", "O", "C", "O", "C", "O", "C", "H", "C", "H", "H", "C", "H", "O", "H", "H", "H", "H", "H", "H", "O", "H", "H", "C", "H", "O", "H", "H", "H", "H", "H", "H", "H", "H", "O", "S", "S", "H", "O", "C", "H", "H", "H", "H", "H", "S", "H", "S", "H", "H", "H", "H", "C", "H", "C", "O", "H", "C", "S", "H", "O", "C", "H", "S", "H", "O", "H", "H", "H", "O", "H", "H", "C", "H", "O", "O", "C", "H", "C", "H", "H", "H", "H", "H", "O", "H", "O", "H", "H", "O", "H", "C", "C", "H", "C", "S", "H", "H", "H", "C", "C", "O", "H", "H", "H", "O", "C", "O", "H", "H", "C", "C", "O", "O", "C", "O", "C", "O", "H"], "xyz": [[3.360, -1.936, -4.147], [2.279, 2.242, -7.567], [4.642, -6.131, 1.575], [-1.165, -0.798, -3.828], [-1.150, -3.914, 4.074], [1.900, 3.795, -3.104], [-3.541, -3.455, 3.004], [-3.345, 7.353, 2.117], [-4.862, -2.476, 4.356], [0.319, -2.302, -0.047], [-0.811, -1.036, 5.049], [1.525, 0.267, -7.368], [0.243, -6.631, 2.915], [1.462, 2.204, -1.268], [0.511, 2.942, 3.455], [-0.095, -3.590, 0.434], [1.141, -0.147, -3.644], [4.565, -0.624, 3.008], [-0.442, -5.605, 1.629], [3.161, 3.464, -4.014], [0.611, -0.268, -7.580], [1.604, 4.447, -1.252], [-5.357, -1.041, 1.367], [0.467, 2.063, -1.644], [0.398, 0.352, 0.167], [3.770, -1.017, -5.770], [-5.533, 0.351, 1.604], [0.725, 3.185, 4.494], [-2.611, 3.284, -2.918], [-4.597, 1.880, 3.369], [3.597, 2.139, -3.736], [6.377, -4.527, -2.197], [1.496, 0.552, -5.915], [-3.583, 6.708, 1.238], [5.522, 0.810, 1.202], [-3.744, -3.682, -0.907], [-0.882, -1.358, 0.236], [0.539, 1.994, 5.375], [-0.037, 3.937, 4.728], [4.346, 4.617, -3.373], [-5.458, 0.477, -0.709], [6.235, 1.096, -2.294], [2.069, 3.535, -1.624], [-6.226, 1.432, 4.591], [4.954, 2.876, -0.176], [-4.253, -4.180, -1.705], [-3.922, 1.002, 0.083], [-4.812, -1.680, -1.315], [3.112, 3.540, -1.408], [-4.362, 7.185, 0.661], [-5.224, 2.644, 2.877], [-0.322, 0.307, 7.283], [-1.164, -1.987, 5.406], [0.681, 2.111, 6.456], [-5.007, 1.110, 0.075], [4.186, -0.591, 0.515], [7.242, 2.145, 0.329], [1.358, -3.039, -1.831], [4.622, 4.514, -2.319], [2.375, -0.388, -7.521], [2.755, -0.480, 2.574], [-1.463, 0.541, -0.280], [3.913, 5.613, -3.503], [-4.584, 0.991, 5.367], [-4.223, -3.340, 2.191], [5.593, -3.205, 0.350], [-1.685, -5.173, 3.695], [-3.237, -0.565, -3.065], [3.607, 1.006, 3.017], [-2.495, 6.112, -0.910], [1.604, 1.577, -8.114], [-1.947, 7.627, 0.226], [0.815, -1.321, -2.103], [5.598, -5.650, -1.098], [1.281, 1.213, 5.063], [4.889, 0.319, -1.575], [-1.151, 0.330, 6.134], [-3.588, 2.335, 3.424], [-2.671, 4.538, -1.051], [-3.802, -3.780, 5.101], [-1.198, 1.584, 1.747], [-2.868, 5.066, -3.311], [-3.434, -1.666, -0.058], [5.872, 0.614, -1.422], [-5.192, -4.139, 3.997], [-1.116, 0.499, 1.743], [1.489, -1.625, 0.513], [5.236, 4.463, -3.935], [3.598, -6.013, 1.288], [1.631, -0.662, -4.913], [0.654, 2.119, -8.137], [2.894, 3.875, -5.393], [3.310, -1.053, -4.772], [-2.414, -1.650, -4.816], [4.777, -3.470, -0.783], [-1.359, -6.933, 2.245], [-2.868, 0.631, -2.381], [-2.209, 0.100, -4.978], [-5.117, 2.639, 5.244], [-2.682, -3.923, -0.792], [-1.668, 3.922, -0.238], [-1.575, 6.076, 0.870], [6.554, -0.185, -1.179], [-5.204, 1.666, 4.755], [-4.279, -3.935, -0.013], [-2.083, -6.071, 4.729], [-2.591, 0.420, 6.214], [-2.392, 6.628, 0.395], [0.276, -1.051, 4.925], [3.767, 0.016, 2.570], [2.023, 1.365, -1.677], [3.469, 0.972, 0.735], [2.002, 1.413, -9.100], [-0.284, -2.702, -2.230], [3.048, -6.283, 2.208], [-4.622, -0.646, -3.441], [1.440, 2.137, -0.157], [-6.777, 0.840, 2.118], [-5.407, 2.090, -0.043], [1.738, 3.684, 4.548], [-2.953, -4.824, 2.748], [-1.324, -0.781, 4.093], [-2.315, 4.303, -2.725], [-0.672, -6.133, 2.542], [4.714, -5.110, -2.466], [5.436, -4.776, -1.746], [5.916, 1.833, 0.002], [-0.313, 0.167, 2.432], [-2.725, -2.719, 2.897], [3.366, -6.735, 0.510], [-3.783, -2.124, -1.045], [0.592, -2.319, -1.709], [-0.800, 1.543, 5.176], [3.854, -3.883, 1.701], [-1.239, 4.367, -2.782], [-3.986, 5.744, 1.475], [-4.017, 4.230, -0.738], [4.162, 0.251, 1.168], [-4.372, 0.691, 2.617], [3.752, -0.293, -4.142], [2.242, -4.380, 1.214], [3.254, -4.552, 1.057], [-2.119, -0.748, -4.327], [0.986, -1.785, -5.464], [4.423, -2.432, -1.687], [-0.674, 0.138, 0.355], [-2.863, -1.746, -2.045], [-4.411, -3.454, 4.230], [3.409, -4.102, -0.314], [-2.072, -0.031, 1.963]], "forces_ev_per_a": [[0.1104, -0.6163, -0.5442], [0.1454, -0.0964, -0.1748], [0.1917, -0.0124, -0.2624], [0.4827, -0.0611, -0.2594], [1.1907, 0.6949, 0.2216], [0.3995, -0.2836, -0.2962], [0.5339, -0.4285, -0.6684], [-0.2957, -0.7445, -0.4715], [0.1291, 0.2334, 0.2101], [1.1577, 1.4889, 2.6283], [0.3365, 0.9697, -0.7122], [-0.2428, 0.0636, 0.7704], [-0.6535, 0.6969, 0.5391], [0.2104, 0.1261, 0.9200], [0.2574, -0.2927, -0.1000], [0.2504, 0.0279, -0.2516], [0.6121, -0.1296, -1.2328], [-0.8322, 0.5887, 0.3886], [0.0173, 0.6398, 0.0305], [-0.3848, 1.7437, -0.9305], [-0.1430, -0.3091, -0.1673], [-0.1870, -0.4243, 0.5316], [-0.1319, -1.0052, 0.0518], [-0.6737, 0.2997, -0.0809], [-1.0753, -0.0215, -0.2475], [-0.0321, -0.6269, 0.4963], [-0.0359, -0.5160, -0.5098], [0.3167, 1.5739, -0.1634], [-0.2935, -0.3404, -0.2605], [1.1414, 1.9281, 1.1982], [0.3313, -0.9658, 0.0267], [0.3447, 0.4512, -0.2341], [0.2960, -0.0171, -0.0680], [-1.0779, 0.8031, 0.2752], [-0.7603, 0.9867, -1.0084], [0.2755, 2.1166, 0.2245], [-0.2986, 0.7969, -0.2742], [1.7163, -0.5027, -0.1547], [0.2100, 0.0740, 0.2139], [-0.4694, 0.4782, 0.6088], [0.3334, 0.2221, 0.3398], [0.2929, 0.7622, -0.7642], [-0.7262, 0.0870, -1.5743], [-0.9144, -0.6034, 0.4399], [-0.4604, -0.0524, -0.0866], [0.1007, -0.2716, -0.7614], [-0.1590, 0.3601, -0.2927], [1.4699, -0.9836, 0.5741], [0.6806, 0.0410, 0.3172], [-0.3893, 0.4288, -0.0228], [0.1838, -0.6786, -0.4256], [0.4233, 0.1170, 0.6121], [-0.1544, -0.1594, 0.4461], [0.1548, 0.5840, -0.4427], [-0.5845, -1.0943, 0.2369], [-0.0206, -0.9281, -0.1782], [1.8436, 0.7785, -0.0042], [1.1936, -0.4810, -0.3337], [-0.3497, -0.4385, -0.1638], [0.1693, -0.0080, -0.3843], [1.0948, 0.1210, 0.0639], [0.8162, 0.0679, -0.8525], [0.2563, -0.1737, -0.2691], [-0.7084, -0.0700, -0.3862], [-0.0660, 0.1040, -0.9340], [0.4354, 0.1273, 0.2978], [-0.8051, -0.5487, -0.9165], [-1.8648, 0.8123, 2.5979], [0.5126, -0.4310, 0.4444], [-0.5890, -0.4718, -1.6347], [0.2152, 0.4908, 1.1215], [-0.4532, -0.3188, 0.0586], [0.2126, -0.4564, 0.3822], [0.0558, 0.3928, 0.0603], [-0.6817, 0.2778, 0.1866], [-1.7766, -0.7175, -0.1370], [-3.1338, -1.2133, -1.4548], [-0.4270, -0.2503, 0.2250], [0.2510, 0.4651, 1.3442], [-0.7766, 0.3501, -0.2443], [-0.2990, 0.1082, 0.3880], [0.4644, -0.6622, 0.2105], [-0.5418, -0.5446, -1.4084], [1.3577, 1.7037, 1.7266], [-0.6719, -0.7080, 0.3490], [0.8157, -0.8232, 0.3921], [-0.6154, -1.0790, -0.1053], [0.6674, 0.1274, -0.6886], [0.2421, 0.1714, 1.1725], [-0.7842, 2.0195, 1.5295], [0.0254, -0.3757, -0.1831], [-0.0670, -0.7514, 2.1786], [0.6170, 1.0927, 0.2465], [0.3322, -0.6886, -0.6711], [-0.5879, -0.5937, -0.2058], [0.0650, 0.0336, 0.1516], [0.4393, 1.2722, 0.4274], [-0.0267, 0.4178, -0.1623], [-0.2560, 0.0454, 0.0566], [-0.2862, -0.4211, -0.1289], [0.6208, -0.4249, 0.0376], [-0.1492, -0.1066, 0.2461], [-0.0381, -0.2960, 0.3661], [1.7984, 0.4115, -0.4248], [-0.1147, -0.1796, 0.6322], [-0.0779, -0.2806, 0.0218], [0.9049, -0.1076, 0.5782], [3.1820, 1.0569, 0.4731], [-0.1510, -0.2122, -0.1947], [-0.8558, -0.8621, 0.3539], [0.3542, 0.1341, 0.0676], [0.1552, 0.2019, -0.2398], [-0.0326, -0.0121, -0.4891], [-0.1847, 0.0008, 0.0817], [0.0884, -0.1420, -0.4290], [0.5122, -0.5994, -0.4788], [0.0197, -0.0012, -0.6594], [0.1309, 0.2050, -0.3335], [0.2072, 0.9307, 0.0944], [-1.0630, -0.7896, 0.1158], [0.6261, 0.3545, 0.7239], [0.4489, -0.2817, 0.7800], [-0.1678, 0.7475, -0.2161], [-0.5668, -0.5762, -0.3922], [-0.3920, 0.2679, -0.5191], [0.1396, -1.3583, 0.9122], [-0.8486, -3.1438, -0.3174], [-0.6272, 0.3020, -0.0105], [-0.4934, -0.3894, 0.3996], [-0.2874, 0.2702, -0.2104], [-1.7389, -0.0078, 1.6978], [-1.3271, 0.2770, -1.6974], [0.4447, -0.1218, 0.3597], [-0.3925, -0.4455, -0.2524], [0.2607, 0.2563, -0.4293], [-0.0026, -0.5294, 0.6252], [-1.2912, -0.3961, -0.1740], [0.1887, 1.2373, -0.7090], [-0.6838, 0.1519, -0.2083], [0.1635, 0.5222, -0.1246], [-1.8318, 0.3526, 0.4547], [1.5528, -0.1004, -0.1108], [0.1048, -0.9918, -0.0981], [-1.0413, -1.6445, -0.9168], [-0.1009, 0.7936, -0.5268], [-0.6704, -1.2124, 0.1910], [1.0197, 0.1716, -2.2596], [1.5651, -0.0547, 0.4278], [0.3873, -0.0656, -0.2446], [0.6397, 0.7167, 0.0030]], "lowdin_charge": [0.0678, 0.0737, 0.0752, 0.0429, -0.2972, -0.2694, -0.2238, 0.1074, 0.0837, 0.5519, -0.1121, -0.2142, 0.0780, -0.0657, 0.0640, -0.2684, -0.3070, 0.1022, 0.0295, 0.5843, 0.1123, 0.1306, -0.2891, 0.0700, 0.0934, 0.0885, 0.5697, -0.0717, 0.0603, -0.2823, -0.2801, 0.0712, -0.2518, -0.0730, -0.2508, -0.0185, -0.2633, -0.3001, 0.0815, -0.1129, 0.0754, 0.0534, -0.1802, 0.0586, -0.2860, 0.0694, 0.0594, 0.1283, 0.0506, 0.0862, 0.1209, -0.2581, 0.0528, 0.1153, -0.0903, 0.0850, -0.2587, 0.0619, 0.0608, 0.1098, 0.0853, 0.1016, 0.0842, 0.0590, 0.0787, -0.2552, 0.5849, 0.5700, 0.0840, -0.2401, -0.0509, 0.1361, 0.0579, 0.0779, 0.1253, 0.0172, 0.5857, 0.1250, 0.5452, 0.0905, 0.0845, 0.1008, 0.1139, -0.0652, 0.0766, -0.0564, -0.2964, 0.0630, -0.0549, 0.5425, 0.0884, -0.2883, -0.1034, 0.0826, 0.5381, 0.0685, -0.2923, 0.0932, 0.0867, 0.0755, -0.2856, 0.1138, 0.0706, -0.0507, 0.0581, -0.2760, -0.2889, -0.3205, 0.0751, -0.0631, 0.0694, 0.1005, 0.0767, 0.0851, 0.0829, -0.2676, 0.0906, -0.2599, 0.0526, 0.1047, -0.2622, 0.0582, -0.0982, -0.1084, 0.0700, -0.1163, 0.6051, 0.0790, 0.1124, 0.0824, -0.2645, -0.1242, -0.2537, 0.1284, 0.0678, 0.0654, -0.2597, -0.2830, -0.2587, 0.0491, 0.0719, -0.2261, -0.1142, -0.2608, -0.2759, -0.1790, -0.2743, -0.0481, -0.2581, 0.0867], "lumo_energy_ev": 0.0, "e_homo_ev": -10.6, "smiles": "CCOS(C)(=O)=O.CCOS(C)(=O)=O.CCOS(C)(=O)=O.CCOS(C)(=O)=O.CCOS(C)(=O)=O.CCOS(C)(=O)=O.CCOS(C)(=O)=O.CCOS(C)(=O)=O.CCOS(C)(=O)=O.CCOS(C)(=O)=O", "multiplicity": 1, "gap_ha": 0.3891, "e_tot_ha": -7429.9615, "e_above_lowest_kcal_mol": 37.8}